Molecular formula: C59H130NO6P3
Method: DFT, the ωB97M-V functional and the def2-TZVPD basis

Each line ends with the Mulliken charge.
Atoms and positions in Å:
C -2.7588 5.2633 2.0845  -0.528
C -1.4194 5.7151 2.6222  -0.654
C -0.3135 6.0464 1.5611  -1.086
C 0.2508 4.8238 0.8558  0.742
N 1.1687 5.2221 -0.3006  0.655
C 2.2907 6.2878 0.0936  -0.627
C 3.3993 6.1555 -0.9805  -1.216
C 3.3089 4.6574 -1.5064  -0.472
C 2.0425 4.0369 -0.8113  0.575
C 0.4028 5.8707 -1.4795  -0.982
H -3.3281 4.5537 2.6849  0.320
H -2.5933 4.8379 1.0947  -0.314
H -3.4320 6.0879 1.8504  0.423
H -1.0014 5.0248 3.3548  0.213
H -1.5164 6.6540 3.1673  0.458
H 0.4314 6.7368 1.9569  0.531
H -0.7755 6.7383 0.8569  0.350
H -0.5506 4.2790 0.3568  -0.586
H 0.8914 4.2209 1.4994  0.106
H 1.9149 7.2811 0.3391  0.449
H 2.5528 5.8587 1.0606  0.476
H 3.2177 6.8679 -1.7852  0.407
H 4.4136 6.4169 -0.6788  0.424
H 3.1849 4.6864 -2.5890  0.427
H 4.2541 4.2353 -1.1651  0.357
H 1.3875 3.3772 -1.3803  -1.085
H 2.2617 3.5527 0.1403  0.374
H -0.2653 5.0767 -1.8130  0.220
H 1.0607 6.1452 -2.3041  0.508
H -0.2183 6.6482 -1.0348  0.325
C 3.9307 -4.4578 6.3262  -1.507
C 3.1381 -3.1247 6.1745  -0.322
C 2.0783 -3.1144 5.0647  -0.136
C 1.5438 -1.6821 4.8495  0.082
P 0.4221 -0.9465 6.1062  0.726
C -0.8387 -2.1908 6.4309  -1.610
C -1.4291 -3.0370 5.2746  0.944
C -2.9926 -3.0481 5.2272  -0.634
C -3.7451 -3.5569 6.4670  -1.322
C -0.2775 0.6481 5.4542  -1.151
C -1.6235 0.5161 4.6235  0.250
C -1.7714 1.7572 3.6720  -1.782
C -0.7514 1.7188 2.5121  1.340
C 1.4104 -0.5990 7.6015  -0.830
C 2.6126 0.3770 7.3794  -0.582
C 3.0753 1.1504 8.5931  -0.657
C 3.5531 0.1243 9.5752  -1.125
H 3.2566 -5.1552 6.8235  0.389
H 4.8074 -4.3951 6.9708  0.433
H 4.2633 -4.9414 5.4077  0.226
H 3.8510 -2.3002 6.1847  0.307
H 2.5797 -3.0628 7.1085  0.125
H 1.2618 -3.7324 5.4383  0.085
H 2.4388 -3.6151 4.1661  0.101
H 0.9606 -1.6872 3.9287  -0.876
H 2.4327 -1.0803 4.6605  1.142
H -1.6665 -1.7294 6.9694  0.790
H -0.4716 -2.8118 7.2481  0.547
H -1.1435 -4.0692 5.4774  0.665
H -0.9532 -2.8985 4.3038  -1.158
H -3.3321 -3.7319 4.4491  0.326
H -3.4552 -2.0928 4.9792  0.173
H -3.5435 -2.8634 7.2834  0.305
H -3.3050 -4.5239 6.7104  0.331
H -4.8104 -3.7136 6.2979  0.433
H 0.5916 1.1736 5.0585  0.446
H -0.5342 1.1512 6.3865  0.748
H -2.4625 0.3894 5.3076  0.627
H -1.5902 -0.3291 3.9360  -0.272
H -1.7889 2.7024 4.2145  0.442
H -2.7478 1.8205 3.1917  0.535
H 0.0918 2.3594 2.7705  0.060
H -1.1578 2.2246 1.6363  -0.284
H -0.4220 0.6941 2.3399  -0.738
H 1.7619 -1.5566 7.9857  0.660
H 0.6748 -0.3198 8.3559  0.746
H 2.3769 1.1341 6.6315  0.388
H 3.4032 -0.2452 6.9601  0.142
H 2.1790 1.6279 8.9890  0.308
H 3.8224 1.9214 8.4046  0.362
H 2.7741 -0.5086 10.0003  0.281
H 4.1147 0.3723 10.4759  0.377
H 4.2414 -0.5847 9.1151  0.296
C 2.8828 -4.3410 -4.4197  -1.350
C 1.4858 -3.8829 -3.9442  -0.933
C 1.5121 -2.7861 -2.8747  1.539
C 2.3851 -3.1118 -1.6262  -2.193
P 2.5081 -1.8688 -0.2702  0.700
C 3.7819 -2.5616 0.9040  -1.275
C 3.8618 -4.1005 1.0052  -0.571
C 5.0860 -4.3342 1.9309  -0.487
C 5.1060 -5.8538 2.3902  -1.488
C 3.1657 -0.3843 -1.1992  -0.423
C 4.4236 -0.6075 -2.1104  -0.607
C 4.8479 0.7659 -2.6616  -0.869
C 3.8072 1.3516 -3.6260  -0.317
C 0.8341 -1.7814 0.4233  0.638
C 0.4150 -3.0322 1.1277  0.573
C -1.0645 -3.1530 1.1102  0.300
C -1.4593 -4.5309 1.8164  -1.675
H 3.5623 -3.5034 -4.5767  0.263
H 2.8768 -5.0477 -5.2496  0.412
H 3.2808 -4.9814 -3.6325  0.327
H 0.9209 -4.6868 -3.4723  0.494
H 0.8700 -3.5796 -4.7909  0.439
H 0.5026 -2.6427 -2.4894  -0.628
H 1.8528 -1.8475 -3.3117  -0.416
H 3.3527 -3.5820 -1.8013  0.808
H 1.9236 -3.9726 -1.1425  1.077
H 3.5353 -2.1005 1.8604  0.298
H 4.6991 -2.0181 0.6770  0.735
H 4.0256 -4.6185 0.0602  0.671
H 2.9728 -4.4933 1.4987  0.072
H 5.0411 -3.7732 2.8644  0.299
H 5.9695 -4.0001 1.3869  0.454
H 5.0435 -6.5329 1.5398  0.422
H 4.2485 -6.2107 2.9608  0.318
H 5.9668 -5.9692 3.0488  0.420
H 3.3768 0.4675 -0.5527  1.106
H 2.3731 -0.0351 -1.8610  -0.537
H 4.2450 -1.3064 -2.9277  0.033
H 5.1739 -1.1276 -1.5148  0.622
H 5.7536 0.4476 -3.1779  0.367
H 5.3001 1.4373 -1.9316  0.402
H 4.2221 2.0214 -4.3792  0.528
H 3.0087 1.8432 -3.0704  -0.319
H 3.2934 0.5751 -4.1927  0.043
H 0.2312 -1.6313 -0.4723  -0.148
H 0.9742 -1.0231 1.1937  0.168
H 0.6342 -2.9257 2.1901  -1.288
H 0.8955 -3.9328 0.7454  0.644
H -1.4592 -3.0929 0.0959  -0.141
H -1.5209 -2.3599 1.7024  0.165
H -1.2586 -5.3684 1.1483  0.453
H -2.5312 -4.5745 2.0089  0.385
H -0.9321 -4.6335 2.7649  0.446
C 1.1505 -0.1811 -6.4168  -1.088
C -0.2515 -0.4233 -6.8020  -0.856
C -1.1807 -0.0181 -5.6983  1.242
C -2.6385 0.1128 -6.1287  -1.367
P -3.8082 0.2185 -4.7326  0.817
C -5.5164 0.1619 -5.4453  -1.361
C -5.9689 1.2201 -6.5314  -0.631
C -5.5869 0.9205 -7.9744  -0.112
C -6.2113 2.0448 -8.8736  -1.391
C -3.5046 -1.1203 -3.5044  -1.025
C -3.5298 -2.5989 -4.1369  -0.644
C -2.9330 -3.5637 -3.1618  0.194
C -3.4706 -3.5186 -1.7800  -1.475
C -3.5793 1.8774 -4.0146  -0.501
C -4.0701 2.0256 -2.6396  -0.495
C -3.7298 3.4216 -2.1153  -0.035
C -4.4267 3.9604 -0.9041  -1.297
H 1.3922 0.8367 -6.1108  0.289
H 1.7834 -0.3837 -7.2808  0.486
H 1.5646 -0.6871 -5.5447  -0.107
H -0.3133 -1.4688 -7.1040  0.391
H -0.5216 0.1344 -7.6987  0.483
H -0.8634 0.8872 -5.1807  -0.477
H -1.1649 -0.7838 -4.9226  -0.216
H -2.8330 -0.8656 -6.5681  0.355
H -2.8220 0.9627 -6.7860  0.800
H -6.1579 0.3041 -4.5756  0.578
H -5.6837 -0.8865 -5.6923  0.660
H -5.5553 2.2061 -6.3197  0.227
H -7.0550 1.3042 -6.4932  0.487
H -5.9380 -0.0416 -8.3476  0.333
H -4.5129 0.9498 -8.1585  0.111
H -5.6220 2.2354 -9.7705  0.406
H -6.2830 3.0409 -8.4369  0.390
H -7.1565 1.6724 -9.2686  0.327
H -4.2753 -0.9625 -2.7499  1.018
H -2.5223 -0.8564 -3.1125  0.053
H -2.9295 -2.7183 -5.0388  0.292
H -4.5504 -2.8788 -4.3979  0.475
H -1.8568 -3.5135 -2.9958  -0.441
H -3.0929 -4.5680 -3.5541  0.577
H -3.0076 -4.0918 -0.9768  0.431
H -4.4612 -3.9732 -1.7689  0.378
H -3.5924 -2.4879 -1.4470  0.284
H -3.9796 2.6745 -4.6411  0.788
H -2.5166 2.1091 -4.0857  -0.078
H -3.6671 1.2697 -1.9655  0.238
H -5.1455 1.9035 -2.5109  0.447
H -3.8632 4.1569 -2.9089  0.567
H -2.6592 3.4651 -1.9154  -0.493
H -3.9947 3.5055 -0.0127  0.128
H -5.4773 3.6947 -0.7871  0.434
H -4.4091 5.0483 -0.8395  0.344
O 0.5450 4.3363 -4.4511  -0.292
C 0.3358 4.3012 -5.7644  0.522
O 0.1269 3.3143 -6.4475  -0.636
O 0.0817 5.2477 -6.4832  -0.768
H 0.3071 3.4643 -4.1277  0.421
O -0.5611 2.0799 -0.9303  1.133
C -0.1826 1.4317 -2.0220  -1.262
O -0.2348 0.2083 -1.9735  -0.538
O 0.2522 2.0452 -3.0055  0.005
H -0.7728 1.3135 -0.3923  -0.428

Summary:
ΔE to the lowest compared entry with this formula, charge and spin = 0.0 kcal per mole
total energy = -3855.6387 Eh
net charge = +2
strongest force on any atom = 8.653 eV/A

---

Molecular formula: C59H139F2N3O7P3S2
Method: DFT, the ωB97M-V functional and the def2-TZVPD basis

Each line ends with the Mulliken charge.
Atoms and positions in Å:
C 1.3680 0.9652 -1.5279  -0.811
C 1.3215 -0.5404 -1.6974  0.095
C 2.4658 -1.2374 -0.9346  1.099
O 0.1143 -1.2420 -1.5352  0.501
H 2.3936 1.2447 -1.7690  -0.041
H 0.9528 1.3597 -0.6005  -0.243
H 0.8483 1.5005 -2.3225  0.404
H 1.6276 -0.5672 -2.7432  0.140
H 2.4504 -2.2960 -1.1936  -0.832
H 2.3178 -0.9710 0.1119  -0.103
H 3.4723 -0.9859 -1.2690  -0.831
C 0.1108 -5.4154 -2.4632  -1.331
C -0.9273 -4.7143 -3.3105  -0.034
C -2.2193 -4.3092 -2.6170  -0.242
O -2.9365 -3.4603 -3.4835  -0.369
C -4.3239 -3.4184 -3.1881  -0.689
N -0.2982 -3.4380 -3.9000  -0.106
H 0.4087 -3.7888 -4.5303  0.441
H -0.9988 -2.8953 -4.3845  0.435
H -0.0031 -2.7772 -3.1954  -0.361
H 1.0251 -5.6160 -3.0216  0.546
H -0.3184 -6.4145 -2.3878  0.529
H 0.3280 -4.8533 -1.5549  -0.036
H -1.0807 -5.1730 -4.2873  0.497
H -2.1143 -3.9862 -1.5813  -0.171
H -2.8156 -5.2135 -2.4957  0.716
H -4.6841 -2.6253 -3.8434  0.264
H -4.5357 -3.0975 -2.1681  0.142
H -4.7152 -4.4225 -3.3517  0.441
C -4.5931 0.6281 -1.3838  -1.311
C -3.1760 0.0047 -1.6785  1.816
C -2.8075 -0.0579 -3.1879  -1.135
O -2.3927 1.1753 -3.7295  -0.218
C -1.7580 1.0896 -5.0218  -0.870
N -2.1166 0.7399 -1.0172  3.892
H -1.4366 0.0382 -0.7617  -1.328
H -1.6543 1.3553 -1.6712  -0.403
H -2.4142 1.1754 -0.1559  -0.998
H -5.3210 -0.1052 -1.7309  0.588
H -4.7596 1.6278 -1.7852  0.363
H -4.7201 0.8565 -0.3256  -0.208
H -3.0130 -0.9813 -1.2433  -0.432
H -3.5220 -0.5463 -3.8505  0.727
H -1.9507 -0.7305 -3.2275  0.101
H -1.6494 2.1094 -5.3910  0.292
H -2.4800 0.7101 -5.7449  0.380
H -0.8091 0.5537 -5.0019  0.243
C -1.6554 4.2675 -2.3453  -1.038
C -2.1986 5.0780 -1.1995  -0.815
C -3.5291 4.5510 -0.6612  0.644
C -4.1714 5.4906 0.3048  -1.642
P -5.7959 5.1037 1.1347  1.095
C -5.9121 3.3954 1.6167  1.589
C -7.3099 2.8466 1.9389  -1.170
C -7.2404 1.5216 2.6635  0.291
C -8.6116 0.8474 2.9241  -1.560
C -5.7657 6.2430 2.5454  -1.433
C -4.6677 6.1279 3.6008  -0.207
C -4.8024 7.2027 4.6678  -0.806
C -6.0511 7.0742 5.5485  -1.219
C -7.1627 5.5880 0.0084  -1.398
C -7.1230 4.7997 -1.3806  0.093
C -8.4906 4.5458 -1.9872  -0.704
C -9.0629 5.8425 -2.5560  -1.256
H -0.7398 4.7235 -2.7220  0.487
H -2.3220 4.3326 -3.2053  0.439
H -1.4621 3.2250 -2.0926  -0.152
H -2.3450 6.0102 -1.7450  0.543
H -1.4486 5.1606 -0.4128  0.320
H -3.2278 3.5898 -0.2449  -0.690
H -4.1750 4.3327 -1.5117  0.587
H -4.3339 6.4740 -0.1364  0.691
H -3.4165 5.7938 1.0303  0.572
H -5.3662 3.2179 2.5432  0.029
H -5.4657 2.8249 0.8022  -1.144
H -7.9146 2.7202 1.0409  0.313
H -8.0057 3.3671 2.5970  0.429
H -6.7497 1.7094 3.6185  0.399
H -6.6875 0.8127 2.0473  -0.309
H -8.5402 0.2423 3.8280  0.399
H -9.0247 0.3252 2.0611  0.354
H -9.3574 1.6183 3.1178  0.448
H -6.7812 6.2284 2.9411  0.679
H -5.7056 7.1994 2.0261  0.692
H -3.6643 6.1970 3.1808  0.167
H -4.8355 5.1684 4.0901  0.225
H -4.7624 8.1668 4.1607  0.397
H -3.9169 7.2561 5.3010  0.454
H -5.8093 7.3921 6.5627  0.379
H -6.5092 6.0851 5.5425  0.300
H -6.7942 7.8293 5.2926  0.288
H -7.2609 6.6671 -0.1102  0.731
H -8.0941 5.3981 0.5419  0.659
H -6.6140 3.8365 -1.4168  -0.394
H -6.4979 5.3797 -2.0596  0.556
H -9.2375 4.1152 -1.3203  0.278
H -8.2577 3.7989 -2.7462  0.417
H -10.0387 5.6148 -2.9850  0.411
H -8.4410 6.3375 -3.3019  0.345
H -9.2949 6.5366 -1.7482  0.325
C -1.9367 -5.5051 6.9298  -1.344
C -1.5065 -4.0095 6.5849  -0.294
C -1.1165 -4.0192 5.1248  -0.784
C -0.7752 -2.5865 4.5924  -1.039
P -0.1835 -2.5048 2.8618  0.297
C 0.7371 -0.8882 2.6751  0.617
C 1.9179 -0.7642 3.6572  -1.768
C 3.1607 -0.2674 2.9785  0.904
C 3.0433 1.1277 2.2351  -0.983
C 0.9670 -3.9067 2.4915  -1.069
C 1.7951 -3.6683 1.2362  2.157
C 2.4246 -4.9243 0.7574  -1.026
C 3.4662 -4.6690 -0.2915  -1.086
C -1.6255 -2.4512 1.6572  1.156
C -3.0242 -2.5860 2.1998  -0.795
C -4.0907 -2.2192 1.1504  1.680
C -5.5932 -2.4723 1.4450  -1.677
H -1.0658 -6.1605 6.9356  0.326
H -2.6117 -5.9238 6.1833  0.348
H -2.3565 -5.6895 7.9187  0.401
H -0.7161 -3.7436 7.2868  0.365
H -2.3884 -3.3761 6.6814  0.342
H -1.9676 -4.4218 4.5755  0.210
H -0.3383 -4.7634 4.9553  0.410
H 0.0239 -2.2464 5.2510  0.852
H -1.6424 -1.9338 4.6925  0.674
H 0.0734 -0.0337 2.8072  0.199
H 0.9493 -0.9456 1.6075  -0.759
H 2.1664 -1.7073 4.1439  0.540
H 1.5317 -0.1906 4.4998  0.522
H 3.3588 -1.0589 2.2558  -1.003
H 4.0648 -0.1869 3.5820  0.709
H 3.9327 1.3700 1.6534  0.346
H 2.9314 2.0134 2.8605  0.504
H 2.2120 1.1597 1.5307  -0.201
H 0.3149 -4.7635 2.3219  0.539
H 1.6124 -4.0440 3.3591  0.640
H 2.5700 -2.9141 1.3737  -0.986
H 1.1903 -3.1109 0.5209  -0.578
H 1.6136 -5.5289 0.3513  0.436
H 2.9218 -5.4469 1.5746  0.444
H 2.9100 -4.2303 -1.1199  0.048
H 3.8356 -5.5354 -0.8401  0.588
H 4.3275 -4.0188 -0.1383  0.135
H -1.4034 -3.1331 0.8364  0.665
H -1.5355 -1.4407 1.2585  -1.312
H -3.2194 -1.9351 3.0521  0.382
H -3.1485 -3.5915 2.6018  0.539
H -3.8696 -2.7493 0.2240  -0.348
H -4.0308 -1.1421 0.9944  -1.010
H -6.0398 -1.6299 1.9732  0.230
H -5.6384 -3.2814 2.1739  0.395
H -6.2479 -2.8829 0.6763  0.440
C 5.5448 2.6803 -4.8500  -1.330
C 4.9728 2.1032 -3.5759  -0.554
C 5.5108 0.7511 -3.1308  0.690
C 7.0407 0.8934 -2.6987  -1.190
P 7.9053 -0.5911 -2.3304  1.108
C 9.5984 -0.1439 -1.9482  -0.873
C 10.3089 -1.3745 -1.3125  -0.548
C 11.7610 -0.9425 -1.0175  -0.582
C 12.6848 -2.0464 -0.6186  -1.303
C 7.6965 -1.9879 -3.4849  -1.213
C 6.3590 -2.6138 -3.5858  0.607
C 6.3788 -4.1630 -3.5943  -0.729
C 6.7156 -4.7063 -4.9534  -1.286
C 7.1087 -1.3590 -0.7455  0.072
C 7.2295 -0.5112 0.5736  -1.159
C 6.0035 -0.6056 1.4862  0.711
C 5.9167 -1.9778 2.2753  -1.413
H 5.1022 3.6430 -5.1057  0.401
H 5.2887 2.2037 -5.7963  0.339
H 6.6311 2.7582 -4.8061  0.308
H 3.9223 1.8451 -3.7104  0.296
H 4.8795 2.7183 -2.6809  0.432
H 5.4657 -0.0142 -3.9057  0.181
H 4.8467 0.4082 -2.3375  -0.727
H 6.9979 1.4015 -1.7353  0.565
H 7.6022 1.6257 -3.2788  0.570
H 9.5703 0.6777 -1.2325  0.563
H 10.1398 0.2074 -2.8266  0.639
H 10.3585 -2.2243 -1.9933  0.286
H 9.9496 -1.8273 -0.3885  0.249
H 11.7335 -0.1989 -0.2209  0.346
H 12.1814 -0.4665 -1.9033  0.396
H 13.7272 -1.7388 -0.7014  0.381
H 12.4457 -2.8811 -1.2775  0.322
H 12.4658 -2.3474 0.4059  0.331
H 8.4805 -2.6905 -3.2023  0.533
H 7.9649 -1.5312 -4.4375  0.454
H 5.7497 -2.2581 -4.4167  0.587
H 5.6539 -2.2589 -2.8341  -0.747
H 5.4302 -4.4956 -3.1728  0.140
H 7.0546 -4.5575 -2.8355  0.450
H 6.3491 -5.7201 -5.1144  0.429
H 7.7868 -4.8410 -5.1036  0.312
H 6.3375 -4.0849 -5.7651  0.324
H 7.4465 -2.3697 -0.5162  0.775
H 6.0642 -1.4821 -1.0318  -0.862
H 7.2817 0.5253 0.2404  0.493
H 8.1571 -0.7485 1.0944  0.422
H 5.1012 -0.5947 0.8749  -0.611
H 5.9765 0.2812 2.1195  0.489
H 5.5934 -2.8535 1.7125  0.130
H 5.4351 -1.8762 3.2478  0.385
H 6.9550 -2.2396 2.4790  0.547
N -2.5304 1.7696 1.5257  -0.343
S -2.8159 1.4352 2.9456  0.378
O -3.4229 2.4256 3.7964  -0.624
O -2.0556 0.3237 3.6058  -0.441
F -4.1366 0.6318 2.5650  -0.111
S -1.3172 2.7726 1.9040  0.458
O -0.1393 2.2607 2.6022  -0.509
O -1.6672 4.1900 2.1855  -0.485
F -0.7699 2.8552 0.3992  -0.079

Summary:
ΔE to the lowest compared entry with this formula, charge and spin = 0.0 kcal per mole
total energy = -5041.5338 Eh
net charge = +3
strongest force on any atom = 12.428 eV/A

---

Which of these has the lowest net charge?
C59H130NO6P3

---

Look up the ΔE to the lowest compared entry with this formula, charge and spin of the first one.
0.0 kcal per mole

---

Look up the ΔE to the lowest compared entry with this formula, charge and spin of the second one.
0.0 kcal per mole